# 1
The following is a DFT calculation (the ωB97M-V functional and the def2-TZVPD basis) of a structure of composition C29H45ClF9OPTl at a distorted geometry.

Summary:
- HOMO level (alpha / beta): -1.7 / -1.7 eV
- 2S+1: 1
- Kohn-Sham gap (alpha / beta): 4.034 / 4.035 eV
- Calculated total energy: -3079.94130 hartree
- Total charge: -1
- Strongest force on any atom: 10.09 eV Å⁻¹
- LUMO level (alpha / beta): 2.34 / 2.34 eV

The geometry in XYZ format:
```
87
C29H45ClF9OPTl | the OMol25 dataset | the ωB97M-V functional and the def2-TZVPD basis
Tl 0.000 0.000 0.000
Cl -1.372 1.877 -0.238
P 0.321 -2.308 0.345
C 1.642 0.369 0.710
H 2.564 0.571 0.155
H 1.719 0.485 1.798
C -1.426 -2.918 0.519
C 1.181 -2.578 1.975
C -1.697 -4.429 0.456
H -1.676 -2.547 1.523
C -3.174 -4.716 0.771
H -1.471 -4.804 -0.551
H -1.053 -4.972 1.153
C -4.103 -3.966 -0.191
H -3.359 -5.795 0.719
H -3.386 -4.402 1.802
C -3.819 -2.459 -0.169
H -3.951 -4.349 -1.210
H -5.151 -4.157 0.067
C -2.344 -2.167 -0.468
H -4.454 -1.936 -0.894
H -4.060 -2.051 0.821
H -2.105 -2.461 -1.499
H -2.183 -1.079 -0.391
C 1.247 -3.380 -0.877
C 2.711 -2.473 1.849
H 0.835 -1.688 2.518
C 3.348 -2.379 3.242
H 3.122 -3.346 1.327
H 2.977 -1.590 1.253
C 2.941 -3.575 4.112
H 4.440 -2.325 3.150
H 3.018 -1.449 3.724
C 1.415 -3.688 4.215
H 3.345 -4.498 3.669
H 3.382 -3.484 5.111
C 0.759 -3.787 2.828
H 1.136 -4.560 4.818
H 1.020 -2.801 4.728
H 1.050 -4.732 2.355
H -0.329 -3.800 2.942
C 0.593 -3.447 -2.269
H 2.206 -2.847 -0.982
C 1.512 -4.151 -3.278
H -0.354 -3.998 -2.194
H 0.355 -2.449 -2.636
C 1.894 -5.558 -2.807
H 1.018 -4.194 -4.256
H 2.422 -3.549 -3.408
C 2.510 -5.510 -1.404
H 0.994 -6.188 -2.783
H 2.590 -6.022 -3.515
C 1.573 -4.814 -0.405
H 2.735 -6.523 -1.050
H 3.464 -4.966 -1.441
H 0.646 -5.390 -0.319
H 2.036 -4.806 0.583
C -0.039 0.013 -2.447
C 1.289 0.000 -2.070
H -0.595 -0.921 -2.461
C 2.181 1.188 -2.327
H 1.784 -0.948 -1.879
C 1.381 2.471 -2.562
H 2.899 1.321 -1.509
H 2.792 0.958 -3.216
C 0.325 2.231 -3.646
H 0.886 2.766 -1.630
H 2.057 3.282 -2.855
C -0.674 1.139 -3.225
H -0.217 3.156 -3.868
H 0.834 1.928 -4.572
H -1.488 1.577 -2.640
H -1.132 0.686 -4.115
F -0.761 -1.026 4.547
C -0.253 0.251 4.386
F -0.514 0.962 5.545
F 1.119 0.152 4.247
C -0.880 0.930 3.131
O -0.647 0.029 2.037
C -2.422 1.033 3.317
F -2.748 1.796 4.426
F -3.009 1.611 2.209
F -2.975 -0.226 3.477
C -0.266 2.382 3.009
F -0.486 3.090 4.177
F 1.096 2.372 2.807
F -0.841 3.132 2.013
```

Atom charges from the Mulliken analysis, given in e for atoms 1 to 5: 3.48, -0.59, -0.88, -1.78, -0.44

***

# 2
The following is a DFT calculation (the ωB97M-V functional and the def2-TZVPD basis) of the ion C3H5N2O with charge +1 at a distorted geometry.

Summary:
- HOMO level (alpha / beta): -12.4 / -12.4 eV
- 2S+1: 1
- Kohn-Sham gap (alpha / beta): 7.229 / 7.228 eV
- Calculated total energy: -301.65117 hartree
- Total charge: +1
- Strongest force on any atom: 4.98 eV Å⁻¹
- LUMO level (alpha / beta): -5.14 / -5.14 eV

The geometry in XYZ format:
```
11
C3H5N2O | the OMol25 dataset | the ωB97M-V functional and the def2-TZVPD basis
C 0.591 0.712 -0.532
C -1.855 0.482 -0.231
C 0.729 -1.346 0.936
N -0.802 0.805 -0.745
N 1.056 -0.271 0.275
O -2.957 0.280 -0.056
H 1.217 1.279 -1.223
H 1.337 -1.699 1.792
H -0.327 -1.638 1.015
H -1.126 1.578 -1.327
H 2.137 -0.182 0.095
```

Atom charges from the natural (NBO) analysis, given in e for atoms 1 to 5: -0.08, 0.92, -0.22, -0.57, -0.40

***

# 3
The following is a DFT calculation (the ωB97M-V functional and the def2-TZVPD basis) of a structure of composition C29H32Br2N3O4Ta.

Summary:
- HOMO level: -14.2 eV
- 2S+1: 1
- Kohn-Sham gap: 7.724 eV
- Calculated total energy: -6794.24035 hartree
- Total charge: +2
- Strongest force on any atom: 0.53 eV Å⁻¹
- LUMO level: -6.44 eV

The geometry in XYZ format:
```
71
C29H32Br2N3O4Ta | the OMol25 dataset | the ωB97M-V functional and the def2-TZVPD basis
Ta 0.184 -0.020 -0.095
C 0.684 -1.217 -3.028
N 1.602 -0.770 -1.931
C 2.514 -1.947 -1.644
C 2.869 -2.157 -0.181
C 1.719 -2.805 0.585
N 0.433 -2.277 0.093
C -0.486 -3.145 -0.159
C -1.756 -2.916 -0.795
C -2.618 -4.003 -0.997
C -3.770 -3.851 -1.739
C -4.057 -2.616 -2.316
C -3.217 -1.526 -2.138
C -2.087 -1.677 -1.356
O -1.260 -0.626 -1.161
C 2.412 0.322 -2.563
C 3.518 0.885 -1.700
C 3.017 1.380 -0.347
N 1.574 1.695 -0.370
C 1.302 2.968 -0.407
C 0.044 3.596 -0.214
C -0.071 4.997 -0.291
C -1.259 5.604 0.031
C -2.338 4.823 0.467
C -2.247 3.446 0.558
C -1.056 2.835 0.191
O -0.933 1.508 0.223
H 1.286 -1.536 -3.881
H 0.036 -0.399 -3.335
H 0.077 -2.053 -2.695
H 3.414 -1.819 -2.245
H 2.016 -2.842 -2.018
H 3.172 -1.224 0.289
H 3.737 -2.814 -0.126
H 1.811 -2.617 1.656
H 1.735 -3.885 0.434
H -0.269 -4.188 0.075
H -2.364 -4.965 -0.570
H -4.437 -4.688 -1.887
H -4.950 -2.500 -2.916
H -3.435 -0.560 -2.572
H 1.714 1.110 -2.848
H 2.840 -0.076 -3.486
H 3.959 1.709 -2.263
H 4.319 0.159 -1.552
H 3.571 2.264 -0.034
H 3.171 0.647 0.440
H 2.147 3.644 -0.541
H 0.786 5.584 -0.598
H -1.359 6.678 -0.028
H -3.265 5.307 0.744
H -3.077 2.841 0.892
Br -4.551 2.038 -1.768
C -3.568 3.122 -3.014
Br -1.762 2.490 -3.328
H -3.491 4.123 -2.614
H -4.082 3.098 -3.965
O -0.790 -0.593 1.714
C 0.281 -0.463 2.386
O 1.302 -0.126 1.646
C 0.381 -0.672 3.809
C 1.613 -0.513 4.452
C 1.696 -0.720 5.815
C 0.557 -1.080 6.528
C -0.670 -1.235 5.889
C -0.764 -1.032 4.526
H 2.487 -0.226 3.882
H 2.640 -0.600 6.327
H 0.625 -1.239 7.596
H -1.546 -1.513 6.458
H -1.708 -1.144 4.011
```

Atom charges from the Mulliken analysis, given in e for atoms 1 to 5: 2.08, -1.49, 0.20, -1.32, 0.05